No. 1
{
  "formula": "C24H42BCrN11O3S3",
  "method": "ωB97M-V/def2-TZVPD",
  "elements": ["Cr", "C", "C", "C", "C", "N", "C", "C", "N", "B", "N", "C", "C", "N", "C", "S", "C", "C", "C", "C", "N", "C", "C", "N", "C", "S", "C", "C", "C", "C", "C", "S", "H", "H", "H", "H", "H", "H", "H", "H", "H", "H", "H", "H", "H", "H", "H", "H", "H", "H", "H", "H", "H", "H", "H", "H", "H", "H", "H", "H", "H", "H", "H", "H", "H", "H", "N", "N", "C", "N", "N", "N", "O", "O", "H", "H", "H", "H", "H", "C", "C", "O", "H", "H", "H"],
  "xyz": [[0.1574, 0.1908, 0.4587], [2.9583, -2.9504, 3.5340], [3.7219, -3.5214, 2.3464], [5.2145, -3.5264, 2.6755], [3.2052, -4.9404, 2.0895], [3.5491, -2.7515, 1.0674], [4.1226, -3.2540, -0.0900], [3.8049, -2.4222, -1.0942], [3.0373, -1.4013, -0.5771], [2.4653, -0.3597, -1.5981], [1.5618, -1.0917, -2.5909], [1.7862, -1.2020, -3.9462], [0.8564, -2.0368, -4.4488], [0.0487, -2.4436, -3.3960], [0.4937, -1.8422, -2.2650], [-0.1484, -1.9417, -0.6790], [-1.1022, -3.3901, -3.5155], [-1.2101, -3.8613, -4.9632], [-0.8490, -4.6031, -2.6220], [-2.3912, -2.6626, -3.1382], [1.7669, 0.8137, -0.8498], [2.7255, 1.7388, -0.3743], [2.2177, 2.9712, -0.4058], [0.8895, 2.9316, -0.8063], [0.5831, 1.5547, -1.0892], [-0.4876, 1.1932, -2.4847], [0.1588, 4.1900, -1.1248], [-1.3580, 4.0104, -1.2306], [0.7040, 4.7728, -2.4283], [0.3755, 5.1750, 0.0358], [2.8865, -1.6107, 0.7464], [2.0178, -0.5787, 1.8281], [3.1672, -3.6083, 4.3787], [1.8843, -2.9397, 3.3640], [3.2838, -1.9468, 3.7940], [5.3845, -4.1292, 3.5676], [5.5663, -2.5133, 2.8729], [5.8130, -3.9488, 1.8690], [3.2249, -5.5009, 3.0237], [3.8135, -5.4850, 1.3687], [2.1771, -4.9103, 1.7270], [4.7092, -4.1519, -0.0938], [4.0583, -2.4646, -2.1383], [3.3935, 0.0835, -2.2257], [2.5949, -0.6821, -4.4267], [0.7116, -2.3803, -5.4537], [-0.3179, -4.3970, -5.2885], [-1.4086, -3.0380, -5.6505], [-2.0500, -4.5515, -5.0272], [0.0916, -5.0837, -2.8956], [-1.6542, -5.3243, -2.7636], [-0.8117, -4.3299, -1.5706], [-2.5509, -1.8125, -3.8047], [-2.3648, -2.3185, -2.1067], [-3.2330, -3.3459, -3.2546], [3.7150, 1.4106, -0.1120], [2.7137, 3.8903, -0.1514], [-1.6723, 3.5885, -2.1785], [-1.8112, 4.9980, -1.1405], [-1.7530, 3.3962, -0.4170], [0.6745, 4.0225, -3.2194], [1.7351, 5.1105, -2.3136], [0.1021, 5.6264, -2.7418], [-0.2509, 4.9112, 0.8908], [0.0901, 6.1774, -0.2833], [1.4063, 5.2298, 0.3751], [0.2514, 1.8999, 1.7535], [-0.1251, 1.6184, 3.0718], [-0.7223, 0.4416, 3.3861], [-0.9581, 0.2648, 4.6843], [-0.9810, -0.3690, 2.3632], [-1.4437, -1.6538, 2.6431], [-1.4133, -2.4145, 1.7136], [-1.8021, -1.9710, 3.7716], [1.2154, 2.2293, 1.7437], [-0.3388, 2.6282, 1.3602], [-0.0476, 2.3520, 3.7566], [-0.6220, 0.9312, 5.3563], [-1.4186, -0.5863, 4.9672], [-3.2002, 0.7332, -2.1899], [-1.8785, 0.8034, -1.4984], [-1.7767, 0.6365, -0.2868], [-3.7287, 1.6685, -1.9874], [-3.7800, -0.0871, -1.7721], [-3.0953, 0.6227, -3.2671]],
  "mulliken_spin": [1.663, 0.000, 0.002, 0.000, -0.001, 0.003, -0.001, 0.003, -0.004, 0.015, 0.008, -0.001, 0.000, 0.002, -0.017, -0.021, 0.001, 0.000, 0.001, -0.001, -0.098, 0.024, -0.048, -0.084, -0.337, -0.066, 0.018, -0.007, -0.005, -0.005, 0.010, -0.029, 0.000, 0.000, 0.001, 0.000, 0.000, 0.000, 0.000, 0.000, 0.000, 0.000, 0.000, -0.014, 0.001, 0.000, 0.000, 0.000, 0.000, 0.000, 0.000, 0.000, 0.000, -0.001, 0.000, 0.004, -0.013, -0.001, 0.000, 0.001, -0.002, -0.001, 0.001, 0.001, 0.000, 0.000, -0.021, 0.005, 0.001, 0.000, -0.009, 0.002, 0.003, 0.001, 0.004, 0.007, 0.000, 0.000, 0.000, -0.005, 0.022, -0.015, 0.001, 0.000, 0.002],
  "gap_ev": [7.63, 6.90],
  "multiplicity": 2,
  "total_charge": 1,
  "s_squared": 1.076,
  "relative_energy_kj_mol": 0.0
}

***

No. 2
{
  "formula": "C15H20ClO5Pd",
  "method": "ωB97M-V/def2-TZVPD",
  "elements": ["Pd", "C", "C", "C", "H", "C", "C", "H", "H", "H", "H", "C", "C", "C", "H", "C", "C", "H", "H", "H", "H", "O", "C", "C", "C", "C", "C", "H", "H", "H", "H", "H", "H", "H", "H", "H", "H", "O", "Cl", "O", "O", "O"],
  "xyz": [[0.1462, 0.0451, 1.0193], [-1.0260, 0.6533, 2.9324], [-0.0234, 1.5668, 2.5684], [-0.3655, 2.1044, 1.3042], [0.8454, 1.8364, 3.1496], [-1.5965, 1.4971, 0.8857], [-1.9816, 0.6046, 1.8999], [-2.8823, 0.0106, 1.9073], [-1.0403, 0.0916, 3.8640], [0.1996, 2.8543, 0.7408], [-2.1435, 1.7498, 0.0066], [0.8050, -2.1410, 1.5925], [-0.6474, -2.0601, 1.7255], [-1.2318, -1.8432, 0.4095], [-1.1698, -2.1703, 2.6594], [-0.1456, -1.8576, -0.5444], [1.1059, -1.9856, 0.1558], [2.0826, -1.9982, -0.2637], [1.4837, -2.3277, 2.3614], [-2.2643, -1.7373, 0.1609], [-0.2754, -1.9115, -1.6248], [0.0087, 0.2824, -1.6712], [-0.3151, 0.5912, -3.1698], [0.9477, 1.3668, -3.2307], [-1.6820, 1.1295, -3.0229], [-0.2351, -0.6782, -4.0562], [1.4394, 0.8569, -1.8620], [0.6593, 2.3988, -3.1368], [1.5821, 1.1418, -4.0297], [2.0975, -0.0187, -2.0065], [1.8601, 1.5994, -1.1299], [-1.9128, 1.7001, -3.9154], [-1.8434, 1.7073, -2.1218], [-2.3868, 0.2872, -3.0541], [-0.2375, -0.3379, -5.0914], [-1.1170, -1.2864, -3.9647], [0.6633, -1.2446, -3.8729], [1.8417, -1.9101, 4.7725], [2.1215, -0.5036, 4.5269], [1.0434, 0.3398, 5.0232], [3.3915, -0.1102, 5.0873], [2.1988, -0.2931, 3.0160]],
  "mulliken_spin": [-0.287, 0.343, 0.056, 0.558, -0.023, 0.190, 0.562, -0.126, -0.017, -0.097, -0.210, 0.105, 0.497, 0.973, -0.059, -0.069, 0.534, -0.041, 0.005, -0.222, -0.227, -1.514, -2.856, 2.176, 2.764, 2.308, -0.030, -0.300, 0.034, -0.130, -0.053, -0.390, 0.256, -0.177, -0.481, -0.114, 0.005, 0.002, 0.016, 0.001, 0.001, 0.037],
  "gap_ev": [2.40, 5.87],
  "multiplicity": 5,
  "total_charge": -1,
  "s_squared": 6.016,
  "relative_energy_kj_mol": 198.9
}

***

No. 3
{
  "formula": "CH2N2O2",
  "method": "ωB97M-V/def2-TZVPD",
  "elements": ["N", "O", "O", "C", "N", "H", "H"],
  "xyz": [[1.6029, -0.2562, 0.1915], [-0.6983, -0.0596, -0.5657], [-1.7246, -0.8937, -0.7874], [1.1170, 0.9066, 0.1549], [0.3513, 1.7889, -0.0798], [-2.3563, -0.8516, -0.0444], [1.7081, -0.6345, 1.1309]],
  "lowdin_charge": [0.183, -0.131, 0.008, -0.441, 0.185, 0.116, 0.080],
  "gap_ev": [8.45, 9.36],
  "multiplicity": 1,
  "total_charge": 0,
  "relative_energy_kj_mol": 760.9
}